Here is 2 unconnected molecules or ions with the total composition C7H6N2O4 at a distorted geometry from the OMol25 dataset. Energies are from the ωB97M-V functional and the def2-TZVPD basis.

```
! wB97M-V def2-TZVPD RIJCOSX def2/J DEFGRID3
* xyz 0 1
C -0.386 -0.773 -0.543
C -0.298 -0.184 -1.849
C 1.586 0.951 -1.068
C -4.311 -2.192 0.582
C 1.241 0.696 0.363
C 0.056 -0.386 0.569
C -0.586 -0.550 1.967
N 0.589 0.738 -1.981
N 2.836 1.352 -1.520
O -4.728 -1.198 1.000
O 3.702 1.587 -0.643
O -3.875 -3.167 0.204
O 2.891 1.551 -2.767
H 2.048 0.636 1.068
H 0.606 1.475 0.794
H 0.113 -0.768 2.772
H -1.446 -1.307 1.977
H -0.880 0.511 2.043
H 0.842 1.030 -2.966
*
```

## Properties
* LUMO (spin up / spin down): -2.103 / -0.724 eV
* energy above the lowest of the compared OMol25 structures with the same formula, charge and spin: 5.982 eV
* calculated total energy: -680.51985 a.u.

Mulliken population analysis, charges in e, atoms 1 to 6:
1. C 0.07
2. C -0.49
3. C -0.12
4. C 0.72
5. C -0.45
6. C 0.40



Here is a molecular structure, C40H55N6O9PSTb at a distorted geometry from the OMol25 dataset. Energies are from the ωB97M-V functional and the def2-TZVPD basis.

```
! wB97M-V def2-TZVPD RIJCOSX def2/J DEFGRID3
* xyz -1 7
Tb -0.380 -0.036 1.117
N 0.558 -2.398 0.708
C -0.431 -3.474 0.821
C -1.857 -2.977 1.013
O -2.719 -3.748 1.496
N -2.023 -1.683 0.659
C -3.325 -1.144 1.012
C -3.248 -0.248 2.239
O -4.279 0.219 2.719
O -2.004 -0.008 2.614
H 0.734 -2.090 -0.285
H 1.488 -2.671 1.079
H -0.212 -4.089 1.685
H -0.426 -4.117 -0.059
H -4.004 -1.979 1.265
H -3.716 -0.525 0.190
C -1.330 -4.173 -5.280
C -0.676 -3.938 -3.885
C -0.256 -5.307 -3.271
P -1.359 -2.821 -2.571
C -3.222 -2.810 -2.924
C -3.953 -4.004 -2.248
C -3.725 -2.524 -4.327
C -0.723 -1.144 -3.031
C -1.554 -0.313 -3.783
C -1.013 0.608 -4.709
C -1.883 1.173 -5.827
C 0.323 0.974 -4.561
C 1.013 0.552 -3.451
C 0.562 -0.597 -2.690
N 1.275 -1.077 -1.624
C 2.639 -0.893 -1.546
C 3.507 -1.075 -2.717
C 2.961 -1.669 -3.976
C 4.845 -0.705 -2.741
C 5.402 0.007 -1.674
C 6.780 0.542 -1.734
C 4.628 0.145 -0.514
C 3.342 -0.449 -0.342
C 2.812 -0.320 1.058
H -0.633 -4.757 -5.894
H -1.497 -3.193 -5.814
H -2.310 -4.665 -5.221
H 0.283 -3.406 -4.070
H -1.130 -5.949 -3.078
H 0.404 -5.194 -2.398
H 0.311 -5.809 -4.071
H -3.525 -1.948 -2.300
H -3.593 -4.959 -2.678
H -5.055 -3.951 -2.431
H -3.772 -4.075 -1.142
H -3.090 -1.772 -4.861
H -4.790 -2.127 -4.273
H -3.825 -3.445 -4.940
H -2.636 -0.355 -3.634
H -2.948 0.994 -5.605
H -1.670 0.686 -6.800
H -1.730 2.255 -5.972
H 0.792 1.654 -5.247
H 1.958 0.983 -3.151
H 2.037 -2.216 -3.832
H 3.644 -2.377 -4.445
H 2.784 -0.918 -4.787
H 5.431 -0.970 -3.615
H 7.533 -0.266 -1.709
H 7.033 1.240 -0.894
H 6.953 1.039 -2.742
H 5.018 0.713 0.329
H 3.687 -0.246 1.742
H 2.216 -1.190 1.410
H 2.237 0.616 1.181
N 2.638 4.581 -0.285
C 1.279 4.665 -0.799
C 0.661 3.265 -1.094
O -0.451 3.143 -1.586
O 1.420 2.231 -0.663
H 3.289 4.631 -1.077
H 2.257 2.631 -0.369
H 2.863 5.290 0.391
H 1.181 5.314 -1.729
H 0.609 5.148 -0.101
C 0.071 0.585 6.181
N -1.056 -0.318 6.041
C -2.399 -0.035 6.501
C -3.293 -1.126 5.919
N -2.316 -1.884 5.142
C -1.095 -1.328 5.144
S 0.145 -2.002 4.253
H 0.137 0.897 7.237
H -0.021 1.463 5.503
H 0.976 0.012 5.887
H -2.796 0.969 6.218
H -2.409 -0.012 7.601
H -4.090 -0.705 5.273
H -3.793 -1.711 6.729
H -2.566 -2.576 4.415
O -0.841 2.270 1.276
C -0.028 2.369 2.261
O 0.738 1.397 2.562
C -0.013 3.624 3.108
C -1.028 4.559 2.949
C -1.085 5.682 3.770
C -0.108 5.829 4.742
O 0.080 6.909 5.550
C 1.305 6.668 6.180
O 1.835 5.407 5.743
C 0.909 4.911 4.881
C 1.031 3.814 4.044
H -1.833 4.391 2.247
H -1.899 6.383 3.654
H 1.148 6.573 7.271
H 2.063 7.409 5.875
H 1.816 3.073 4.192
*
```

## Properties
* LUMO (spin up / spin down): 1.863 / 1.864 eV
* calculated total energy: -4127.11955 a.u.
* ⟨S²⟩: 12.703

Mulliken population analysis, charges in e, atoms 1 to 6:
1. Tb -0.37
2. N 0.35
3. C -0.79
4. C 0.55
5. O -0.84
6. N 0.97



Here is C5H10O in the gas phase from the OMol25 dataset. Energies are from the ωB97M-V functional and the def2-TZVPD basis.

```
! wB97M-V def2-TZVPD RIJCOSX def2/J DEFGRID3
* xyz 0 1
C -1.493 1.378 0.397
C -0.677 0.373 -0.399
C -0.370 -0.940 0.337
C 1.017 -1.291 -0.201
C 1.640 0.097 -0.295
O 0.591 0.951 -0.724
H -2.487 0.983 0.634
H -0.978 1.620 1.333
H -1.612 2.303 -0.177
H -1.193 0.149 -1.345
H -1.123 -1.711 0.148
H -0.326 -0.766 1.421
H 1.582 -1.981 0.432
H 0.935 -1.729 -1.203
H 2.019 0.423 0.687
H 2.461 0.169 -1.017
*
```

## Properties
* LUMO: 1.145 eV
* energy above the lowest of the compared OMol25 structures with the same formula, charge and spin: 0.326 eV
* SMILES: C[C@@H]1CCCO1
* calculated total energy: -271.74064 a.u.

Mulliken population analysis, charges in e, atoms 1 to 6:
1. C -1.37
2. C 0.38
3. C -0.69
4. C -0.52
5. C -0.42
6. O -0.40



Here is C5H9Cl in the gas phase at a distorted geometry from the OMol25 dataset. Energies are from the ωB97M-V functional and the def2-TZVPD basis.

```
! wB97M-V def2-TZVPD RIJCOSX def2/J DEFGRID3
* xyz 0 1
C -1.355 0.779 1.259
C -0.728 -0.101 0.201
C -0.315 0.477 -1.086
Cl -0.610 -0.328 -2.600
C 0.749 0.085 -0.141
C 1.617 -1.099 -0.331
H -2.190 0.227 1.776
H -0.623 1.200 2.012
H -1.793 1.682 0.821
H -1.083 -1.163 0.173
H -0.524 1.568 -1.269
H 1.257 0.953 0.317
H 1.832 -1.590 0.645
H 2.623 -0.838 -0.782
H 1.143 -1.852 -0.995
*
```

## Properties
* LUMO: 1.099 eV
* energy above the lowest of the compared OMol25 structures with the same formula, charge and spin: 0.833 eV
* SMILES: C[C@H]1C(Cl)[C@@H]1C
* calculated total energy: -656.06718 a.u.

Mulliken population analysis, charges in e, atoms 1 to 6:
1. C -1.29
2. C 0.10
3. C -0.21
4. Cl -0.22
5. C 0.09
6. C -1.34



Here is C12H12N2S in the gas phase at a distorted geometry from the OMol25 dataset. Energies are from the ωB97M-V functional and the def2-TZVPD basis.

```
! wB97M-V def2-TZVPD RIJCOSX def2/J DEFGRID3
* xyz 0 1
C 0.813 3.461 -0.421
C 0.276 2.071 -0.179
S -1.394 1.815 -0.582
C -1.491 0.169 0.017
C -0.411 -0.705 -0.531
C -0.083 -0.655 -1.877
C 0.651 -1.718 -2.484
C 1.092 -2.839 -1.728
C 0.792 -2.810 -0.369
C 0.049 -1.776 0.195
C -0.007 -1.800 1.648
C -0.532 -0.798 2.338
N -1.239 0.219 1.803
C -1.803 1.139 2.533
N -2.305 1.898 3.240
H 0.369 4.184 0.168
H 1.811 3.558 -0.136
H 0.835 3.679 -1.450
H 0.424 1.821 0.858
H 0.925 1.345 -0.706
H -2.448 -0.223 -0.105
H -0.346 0.218 -2.408
H 1.096 -1.706 -3.437
H 1.540 -3.779 -2.143
H 1.010 -3.689 0.257
H 0.612 -2.474 2.182
H -0.237 -0.604 3.320
*
```

## Properties
* LUMO: 0.433 eV
* energy above the lowest of the compared OMol25 structures with the same formula, charge and spin: 2.585 eV
* SMILES: CCS[C@H]1c2ccccc2C=CN1C#N
* calculated total energy: -972.07493 a.u.

Mulliken population analysis, charges in e, atoms 1 to 6:
1. C -1.67
2. C -0.01
3. S -0.20
4. C 0.35
5. C 0.09
6. C -0.36



Here is 2 unconnected molecules or ions with the total composition C6H14O at a distorted geometry from the OMol25 dataset. Energies are from the ωB97M-V functional and the def2-TZVPD basis.

```
! wB97M-V def2-TZVPD RIJCOSX def2/J DEFGRID3
* xyz -1 2
C 1.783 0.587 -1.747
C 1.035 -0.442 -0.869
C -0.074 0.232 -0.080
C -0.043 0.662 1.155
C -1.067 1.237 2.082
C -1.312 0.350 -0.904
H 1.821 0.247 -2.805
H 2.811 0.836 -1.504
H 1.169 1.492 -1.855
H 0.611 -1.212 -1.505
H 1.817 -0.999 -0.307
H 0.853 0.373 1.695
H -1.530 2.151 1.724
H -1.880 0.510 2.358
H -0.580 1.438 3.060
H -2.236 0.634 -0.391
H -1.522 -0.518 -1.542
H -1.226 1.216 -1.583
H 0.158 -3.056 1.711
H -0.490 -3.217 0.369
O -0.101 -2.520 0.938
*
```

## Properties
* LUMO (spin up / spin down): 3.726 / 3.614 eV
* energy above the lowest of the compared OMol25 structures with the same formula, charge and spin: 0.501 eV
* calculated total energy: -312.16408 a.u.
* ⟨S²⟩: 0.751

Mulliken population analysis, charges in e, atoms 1 to 6:
1. C -1.05
2. C -1.26
3. C 1.74
4. C -0.82
5. C -1.40
6. C -2.10



Here is C3H8N2S in the gas phase at a distorted geometry from the OMol25 dataset. Energies are from the ωB97M-V functional and the def2-TZVPD basis.

```
! wB97M-V def2-TZVPD RIJCOSX def2/J DEFGRID3
* xyz 0 1
C 2.306 -0.586 0.066
N 1.472 0.564 -0.269
N 0.117 0.406 -0.125
C -0.396 -0.753 -0.196
S -2.113 -0.910 -0.050
C -2.628 0.830 0.000
H 3.382 -0.245 0.030
H 2.124 -1.433 -0.552
H 2.016 -0.941 1.066
H 1.803 1.328 0.292
H 0.173 -1.731 -0.304
H -3.735 0.826 -0.100
H -2.215 1.363 -0.807
H -2.305 1.282 0.948
*
```

## Properties
* LUMO: 0.974 eV
* energy above the lowest of the compared OMol25 structures with the same formula, charge and spin: 2.141 eV
* SMILES: CN/N=C/SC
* calculated total energy: -626.74460 a.u.

Mulliken population analysis, charges in e, atoms 1 to 6:
1. C -0.92
2. N -0.40
3. N -0.21
4. C 0.12
5. S -0.07
6. C -0.80



Here is CH4P2 in the gas phase at a distorted geometry from the OMol25 dataset. Energies are from the ωB97M-V functional and the def2-TZVPD basis.

```
! wB97M-V def2-TZVPD RIJCOSX def2/J DEFGRID3
* xyz 0 1
C 0.389 -0.803 1.594
P 0.723 -0.209 0.138
P -0.545 0.223 -1.537
H -0.336 -1.542 1.538
H 1.636 0.889 0.141
H -1.642 -0.084 -0.781
H -0.225 1.527 -1.092
*
```

## Properties
* LUMO: -0.087 eV
* energy above the lowest of the compared OMol25 structures with the same formula, charge and spin: 2.902 eV
* SMILES: C#[PH]P
* calculated total energy: -723.04022 a.u.

Mulliken population analysis, charges in e, atoms 1 to 6:
1. C -0.40
2. P 0.03
3. P -0.10
4. H 0.20
5. H 0.08
6. H 0.09